The following is a DFT calculation (the ωB97M-V functional and the def2-TZVPD basis) of a cluster of 8 separate species, C57H68F7N2O2 in total.

Output
HOMO: -0.3717 Ha
F_max: 0.25 eV/A
2S+1: 1
total charge: +1

Positions of all 136 atoms, in Å:
C -0.7831 2.5135 0.0496
C -1.5117 1.2585 0.5456
C -2.7835 0.9695 -0.2428
C -3.4966 -0.3124 0.1370
O -2.5967 -1.4439 0.1289
C -2.4702 -2.1312 1.3253
C -1.3782 -3.1632 1.0725
N -1.1585 -4.0255 2.2917
C -2.1117 -5.2375 2.3801
C -3.2856 -5.0457 3.3171
C -1.2900 -6.4946 2.6855
C -0.8490 -6.7090 4.1284
C -0.9850 -3.1912 3.5462
C -1.9767 -2.0261 3.6671
C -1.4943 -1.1102 4.7952
O -2.3219 0.0043 4.9652
C -3.4402 -0.2163 5.8270
C -3.0594 -0.1497 7.3023
N -2.1267 -1.2772 2.4351
H -0.3555 3.0641 0.8852
H 0.0439 2.2509 -0.6112
H -1.4545 3.1831 -0.4910
H -1.7539 1.3581 1.6079
H -0.8366 0.3994 0.4565
H -2.5628 0.9783 -1.3141
H -3.5009 1.7766 -0.0608
H -3.9286 -0.2241 1.1360
H -4.2902 -0.5385 -0.5774
H -3.4083 -2.6439 1.6017
H -0.4445 -2.6339 0.8713
H -1.5964 -3.8251 0.2373
H -0.2476 -4.4577 2.1378
H -2.4922 -5.3363 1.3632
H -3.8859 -4.1733 3.0659
H -2.9995 -4.9881 4.3675
H -3.9317 -5.9181 3.2138
H -1.9051 -7.3368 2.3600
H -0.4176 -6.5092 2.0195
H -0.2512 -7.6174 4.1902
H -0.2244 -5.8999 4.5152
H -1.6995 -6.8274 4.7990
H 0.0356 -2.8026 3.5031
H -1.0609 -3.8748 4.3882
H -2.9598 -2.4266 3.9307
H -1.4102 -1.7027 5.7174
H -0.4927 -0.7372 4.5538
H -3.9232 -1.1703 5.5809
H -4.1479 0.5677 5.5589
H -3.6205 -0.8622 7.9071
H -1.9981 -0.3726 7.4293
H -3.2252 0.8439 7.7166
H -1.2897 -0.7368 2.2220
F 1.9845 3.5513 1.6654
C 2.1514 4.8823 1.8707
C 2.5567 5.6672 0.8115
C 2.7131 7.0290 1.0328
C 2.4680 7.5738 2.2859
C 2.0623 6.7535 3.3297
C 1.8978 5.3894 3.1286
H 2.7418 5.2214 -0.1563
H 3.0312 7.6623 0.2149
H 2.5912 8.6360 2.4478
H 1.8670 7.1739 4.3075
H 1.5765 4.7281 3.9221
F -2.7058 6.9582 2.0767
C -2.9054 5.7758 2.6892
C -4.1431 5.5176 3.2455
C -4.3409 4.2942 3.8703
C -3.3155 3.3598 3.9314
C -2.0828 3.6527 3.3644
C -1.8640 4.8698 2.7337
H -4.9237 6.2631 3.1854
H -5.3040 4.0750 4.3132
H -3.4712 2.4061 4.4193
H -1.2816 2.9251 3.4142
H -0.9148 5.1206 2.2791
F 6.0261 10.0849 -1.5950
C 5.8513 8.7781 -1.8768
C 5.7798 7.8811 -0.8292
C 5.6062 6.5363 -1.1296
C 5.5086 6.1145 -2.4487
C 5.5879 7.0429 -3.4785
C 5.7613 8.3906 -3.1991
H 5.8591 8.2356 0.1895
H 5.5439 5.8183 -0.3214
H 5.3796 5.0644 -2.6750
H 5.5344 6.7187 -4.5089
H 5.8442 9.1328 -3.9809
F -3.0263 -6.4149 -3.4139
C -2.3340 -5.2676 -3.5710
C -1.7129 -5.0184 -4.7775
C -1.0111 -3.8297 -4.9194
C -0.9308 -2.9230 -3.8707
C -1.5618 -3.2031 -2.6665
C -2.2783 -4.3834 -2.5118
H -1.7816 -5.7417 -5.5784
H -0.5145 -3.6174 -5.8571
H -0.3778 -2.0017 -3.9934
H -1.5255 -2.4920 -1.8512
H -2.8180 -4.6210 -1.6032
F 8.2983 7.1752 -4.9996
C 9.2415 7.9930 -4.4786
C 10.1051 8.6339 -5.3432
C 11.0706 9.4724 -4.8033
C 11.1568 9.6543 -3.4301
C 10.2715 8.9939 -2.5894
C 9.2973 8.1518 -3.1081
H 10.0160 8.4733 -6.4086
H 11.7583 9.9850 -5.4632
H 11.9112 10.3095 -3.0162
H 10.3336 9.1349 -1.5181
H 8.5928 7.6308 -2.4736
F -5.3930 -7.5405 3.4264
C -5.7612 -7.9456 2.1808
C -4.9764 -8.8807 1.5388
C -5.3450 -9.2713 0.2578
C -6.4711 -8.7292 -0.3455
C -7.2400 -7.7945 0.3343
C -6.8891 -7.3895 1.6154
H -4.1154 -9.3020 2.0401
H -4.7501 -10.0079 -0.2659
H -6.7532 -9.0399 -1.3419
H -8.1234 -7.3775 -0.1308
H -7.4746 -6.6695 2.1704
F 1.5780 -3.0294 -8.3208
C 1.5331 -4.3746 -8.4317
C 0.3101 -5.0031 -8.3137
C 0.2680 -6.3870 -8.4156
C 1.4315 -7.1109 -8.6357
C 2.6452 -6.4471 -8.7541
C 2.7080 -5.0643 -8.6514
H -0.5835 -4.4137 -8.1569
H -0.6818 -6.8994 -8.3302
H 1.3926 -8.1884 -8.7201
H 3.5540 -7.0074 -8.9305
H 3.6400 -4.5239 -8.7414